Formula: C2H6NO2
Source: the Open Molecules 2025 dataset
Level of theory: ωB97M-V with the def2-TZVPD basis set

```
11
Properties=species:S:1:pos:R:3:forces:R:3
O -1.37043 -1.34632 0.71486 1.2655 -0.5041 -0.1134
O 0.53063 1.68785 -0.11728 0.8987 -1.3272 1.6615
N 0.97087 -0.98353 0.79337 -2.9039 2.1030 1.0945
C -0.18630 -1.60856 0.43763 0.1996 0.4399 1.0343
C -0.11634 1.85088 -1.33071 1.4158 -0.9709 -1.3141
H -0.91152 2.65427 -1.27956 0.3466 -1.2826 -0.0807
H 1.48855 -1.10299 -0.01050 2.3970 -1.0540 -1.7764
H 0.61858 2.19394 -2.14160 -0.5499 0.2031 0.8163
H 0.12243 -2.54077 -0.08105 -0.8821 -0.4323 -0.6956
H 0.77467 0.65771 0.32177 -1.2598 1.7218 -1.2407
H -0.35460 0.83638 -1.78482 -0.9277 1.1032 0.6143
```
Positions in Å, forces in eV/Å.

- HOMO energy: -3.81 eV
- Energy above the lowest of the compared OMol25 structures with the same formula, charge and spin: 56.0 kcal/mol
- Net charge: -1
- Multiplicity: 1
- Energy: -285.021750 hartree
- Frontier orbital gap: 0.2988 Eh